# 1
DFT (ωB97M-V/def2-TZVPD) results for 2 unconnected molecules or ions with the total composition C5H10O2 in a non-equilibrium geometry.

Atoms and positions in Å:
C  1.737  -1.440  1.482
C  -0.820  1.611  -0.856
C  0.129  0.769  -1.295
O  0.637  0.756  -2.626
C  1.258  0.140  -0.468
C  0.871  -0.605  0.567
H  1.316  -1.450  2.503
H  1.765  -2.475  1.163
H  2.736  -1.111  1.787
H  -0.850  2.462  -1.560
H  -1.690  1.288  -0.303
H  1.125  1.576  -2.795
H  2.130  0.714  -0.736
H  -0.167  -0.910  0.709
H  -2.966  -1.062  1.151
H  -3.561  0.345  0.640
O  -3.650  -0.610  0.637

Forces on the atoms, in the same order (eV/Å):
C -0.035 0.664 1.769
C -0.034 -0.034 -2.506
C 2.962 -0.157 0.152
O -0.460 1.293 0.700
C -4.054 0.219 0.571
C 1.848 -1.386 0.137
H -0.513 -0.214 -0.371
H 0.100 -0.159 -0.197
H 0.200 0.223 -1.105
H -1.278 -0.506 0.118
H 0.599 0.584 1.136
H -0.097 -0.107 -0.217
H 0.799 -0.858 0.321
H 0.002 0.438 -0.546
H -0.146 0.775 -0.128
H 0.426 -0.104 0.394
O -0.319 -0.671 -0.227

- charge = 0
- SMILES = C=C(O)/C=C/C.O
- 2S+1 = 1
- HOMO-LUMO gap (Eh) = 0.3314
- E_HOMO (eV) = -8.540
- E (eV) = -9438.46804
- energy relative to the best compared isomer or geometry (same formula, charge and spin) (kcal/mol) = 105.5
- maximum force (eV/A) = 4.1
- molar mass (g mol⁻¹) = 102.1

=====

# 2
DFT (ωB97M-V/def2-TZVPD) results for a gas-phase ion, C5H9N2 (charge +1) in a non-equilibrium geometry.

Atoms and positions in Å:
C  0.985  0.225  1.420
C  0.093  0.918  -0.365
C  -0.261  0.835  1.248
C  -0.500  1.307  -1.623
C  -0.534  -1.767  1.030
N  1.237  0.360  -0.119
N  -0.191  -0.514  1.673
H  1.959  0.161  1.953
H  -0.723  1.589  1.748
H  -1.346  0.685  -1.429
H  0.027  1.059  -2.629
H  -0.837  2.355  -1.543
H  -1.504  -1.933  1.362
H  0.121  -2.517  1.644
H  -0.327  -1.896  0.046
H  1.869  -0.168  -0.643

Forces on the atoms, in the same order (eV/Å):
C 3.987 -2.428 -0.537
C 2.144 0.165 1.535
C -1.738 0.583 -3.304
C 0.598 0.286 -0.786
C 2.012 -0.906 5.034
N -1.711 -0.143 2.015
N 1.386 0.624 -0.246
H -1.256 0.632 0.252
H -1.496 1.856 1.427
H -1.682 -0.414 -1.012
H -0.727 0.387 2.092
H 0.021 -0.462 -0.271
H -1.919 -0.732 -0.190
H -1.207 1.030 -1.340
H 0.380 0.006 -3.172
H 1.207 -0.485 -1.498

- charge = +1
- SMILES = CC1=[NH+][C@H]2[C@@H]1N2C
- 2S+1 = 1
- HOMO-LUMO gap (Eh) = 0.3788
- E_HOMO (eV) = -14.778
- E (eV) = -8300.25726
- energy relative to the best compared isomer or geometry (same formula, charge and spin) (kcal/mol) = 126.3
- maximum force (eV/A) = 5.5
- molar mass (g mol⁻¹) = 97.1

=====

# 3
DFT (ωB97M-V/def2-TZVPD) results for 3 unconnected molecules or ions with the total composition C15H35BN3O7 in a non-equilibrium geometry.

Atoms and positions in Å:
N  4.543  -0.741  1.721
B  3.733  -0.031  0.652
O  4.362  0.072  -0.704
C  2.263  0.680  0.839
C  1.071  -0.117  0.018
C  0.348  -1.318  0.869
C  0.306  -2.639  -0.144
C  -1.026  -3.579  0.060
O  -0.833  -4.523  1.177
C  2.408  2.120  0.000
O  1.365  3.098  0.348
C  1.203  4.079  -0.736
O  1.552  5.407  -0.204
C  1.829  6.372  -1.283
C  0.535  6.710  -2.235
O  0.772  7.984  -2.964
H  4.972  -1.573  1.234
H  3.963  -1.059  2.530
H  4.344  -0.814  -1.174
H  1.527  -0.464  -1.011
H  0.225  0.697  -0.192
H  0.879  -1.530  1.890
H  -0.769  -1.002  1.143
H  1.312  -3.230  0.020
H  0.242  -2.213  -1.257
H  -1.993  -2.917  0.142
H  -1.124  -4.226  -0.937
H  -0.313  -5.302  0.799
H  3.509  2.542  0.048
H  2.238  1.812  -1.140
H  1.874  3.896  -1.678
H  0.079  4.027  -1.100
H  2.715  6.011  -1.993
H  2.132  7.388  -0.753
H  -0.468  6.750  -1.593
H  0.402  5.798  -2.979
H  0.222  7.943  -3.817
C  -0.718  -1.089  -3.661
O  0.178  -0.872  -2.855
N  -1.786  -0.255  -3.913
C  -2.809  -0.584  -4.885
C  -1.891  0.992  -3.184
H  -0.735  -2.009  -4.268
H  -2.832  0.196  -5.652
H  -3.778  -0.629  -4.379
H  -2.607  -1.548  -5.359
H  -0.999  1.594  -3.380
H  -1.940  0.774  -2.113
H  -2.783  1.544  -3.489
C  -1.138  -3.333  4.221
O  -0.090  -2.825  4.596
N  -2.205  -3.657  5.031
C  -3.415  -4.259  4.508
C  -2.116  -3.387  6.450
H  -1.310  -3.580  3.160
H  -4.261  -3.602  4.729
H  -3.567  -5.227  4.994
H  -3.348  -4.407  3.427
H  -1.953  -2.316  6.599
H  -1.263  -3.934  6.863
H  -3.032  -3.695  6.961

Forces on the atoms, in the same order (eV/Å):
N -1.340 -1.035 -1.929
B -1.273 0.628 -0.003
O -0.169 -2.080 0.597
C 0.520 1.202 -1.638
C 0.477 1.242 0.935
C -0.276 -0.234 -0.871
C -0.880 0.828 0.222
C 1.625 -0.073 -1.857
O 0.131 -0.656 -1.568
C 0.923 -3.055 -0.815
O 0.576 1.572 -2.712
C -0.220 -0.784 0.360
O -0.228 0.228 -2.387
C -0.060 0.882 -0.104
C -0.408 -1.317 0.314
O -1.370 -1.787 -0.871
H -0.192 1.105 1.091
H 0.617 0.522 -1.056
H 0.130 1.684 0.979
H -1.237 0.315 1.834
H 1.799 -1.709 0.175
H -0.853 0.344 -2.072
H 2.256 -0.677 -0.626
H -2.106 0.842 -0.501
H 0.333 -1.074 2.573
H 1.901 -1.440 0.370
H -0.071 1.300 1.951
H -1.058 1.837 0.797
H -2.187 -0.366 0.189
H 0.293 0.882 1.768
H -0.954 -0.025 1.786
H 1.945 0.352 0.876
H -1.782 0.651 1.547
H -0.537 -2.211 -1.077
H 2.226 0.111 -1.181
H 0.274 1.938 1.297
H 1.251 0.017 2.030
C 0.086 0.688 0.449
O -1.178 0.064 -1.237
N 0.751 -0.972 -0.074
C 0.191 0.176 0.266
C 0.285 0.006 0.260
H -0.144 -0.007 -0.087
H -0.175 -0.128 -0.084
H -0.073 -0.043 -0.217
H 0.044 0.139 0.125
H -0.129 0.063 0.196
H 0.071 0.236 -0.064
H 0.125 -0.187 -0.030
C 0.204 0.225 0.146
O -1.049 -0.525 0.187
N 0.596 0.140 -0.595
C 0.254 0.162 0.197
C 0.270 0.110 -0.122
H -0.030 -0.023 0.138
H -0.137 -0.163 -0.097
H -0.202 -0.022 -0.123
H 0.117 0.065 0.173
H 0.025 -0.129 0.188
H -0.092 0.148 0.151
H 0.113 0.020 -0.172

- charge = -1
- 2S+1 = 1
- HOMO-LUMO gap (Eh) = 0.1306
- E_HOMO (eV) = -1.249
- E (eV) = -35596.41379
- energy relative to the best compared isomer or geometry (same formula, charge and spin) (kcal/mol) = 107.0
- maximum force (eV/A) = 3.3
- molar mass (g mol⁻¹) = 380.3

=====

# 4
DFT (ωB97M-V/def2-TZVPD) results for 2 unconnected molecules or ions with the total composition CH6NO2 in a non-equilibrium geometry.

Atoms and positions in Å:
O  0.813  1.690  1.560
H  0.679  2.598  1.382
H  1.552  1.656  2.233
H  -2.484  -1.293  -0.925
C  -0.534  -1.120  -0.957
N  0.450  -0.385  -0.480
O  -1.694  -1.009  -0.400
H  -0.345  -1.841  -1.811
H  0.406  0.008  0.532
H  1.156  -0.305  -1.133

Forces on the atoms, in the same order (eV/Å):
O 1.544 -1.927 1.344
H -0.274 1.519 -0.294
H -1.283 0.123 -1.079
H 0.997 -0.241 0.462
C 0.413 0.387 -0.135
N -3.352 -1.509 2.147
O -0.600 -0.232 -0.239
H -0.382 1.257 0.714
H 0.319 0.297 -2.272
H 2.618 0.325 -0.649

- charge = +1
- 2S+1 = 1
- HOMO-LUMO gap (Eh) = 0.4107
- E_HOMO (eV) = -15.849
- E (eV) = -6712.13633
- energy relative to the best compared isomer or geometry (same formula, charge and spin) (kcal/mol) = 23.4
- maximum force (eV/A) = 4.3
- molar mass (g mol⁻¹) = 64.1